1.
C40H53BCaClF5IN7O8S3Si | ωB97M-V with the def2-TZVPD basis set

Summary:
LUMO level: 3.617 eV
Frontier orbital gap: 5.7 eV
Energy relative to the best compared isomer or geometry (same formula, charge and spin): 0.0 kcal per mole
Spin multiplicity: 1
Total energy: -5985.2668 Ha
Net charge: -2

XYZ file:
```
121
Properties=species:S:1:pos:R:3:forces:R:3:lowdin_charge:R:1
Ca 0.663 -0.417 -0.604 -0.1 -0.6 0.4 1.16
B 3.079 -2.827 -0.252 0.0 0.0 0.0 -0.46
N 3.798 -1.455 -0.079 0.0 0.0 0.0 -0.09
C 5.113 -1.225 0.004 0.0 0.0 0.0 -0.11
C 5.321 0.140 0.084 0.0 0.0 0.0 -0.08
C 4.032 0.677 0.041 0.0 0.1 0.0 -0.17
N 3.123 -0.288 -0.064 -0.1 0.0 -0.1 -0.05
N 2.123 -3.028 0.961 0.0 0.1 0.0 -0.09
C 2.175 -3.930 1.948 0.0 0.0 0.0 -0.11
C 1.190 -3.628 2.872 0.0 0.0 0.0 -0.08
C 0.580 -2.482 2.349 0.0 0.0 0.0 -0.19
N 1.142 -2.138 1.196 0.0 0.0 0.1 -0.04
H 3.922 -3.698 -0.216 0.0 0.0 0.0 0.07
H 2.436 -2.810 -1.269 0.0 0.0 0.0 0.03
H 5.802 -2.053 0.002 0.0 0.0 0.0 0.11
H 6.257 0.665 0.168 0.0 0.0 0.0 0.08
H 3.723 1.708 0.108 0.0 0.0 0.0 0.06
H 2.918 -4.711 1.923 0.0 0.0 0.0 0.11
H 0.958 -4.149 3.785 0.0 0.0 0.0 0.07
H -0.225 -1.878 2.737 0.0 0.0 0.0 0.05
C -3.708 -0.979 -2.397 0.0 0.0 0.0 -0.02
C -4.244 -0.237 -1.177 -0.1 0.0 0.0 -0.64
C -4.892 1.073 -1.613 0.0 0.0 0.0 -0.03
C -5.249 -1.112 -0.432 -0.1 0.0 0.0 -0.03
O -3.117 0.001 -0.342 0.2 0.0 0.1 -0.17
Si -2.880 0.871 1.044 -0.1 0.1 -0.1 -0.16
S -0.923 0.786 1.614 0.2 -0.2 0.0 0.34
O -3.954 0.201 2.138 0.0 -0.1 -0.1 -0.16
C -3.895 -0.073 3.521 0.1 0.0 0.1 -0.67
C -3.343 1.120 4.295 0.0 0.0 0.1 -0.04
C -5.333 -0.357 3.948 0.0 0.0 0.0 -0.04
C -3.019 -1.297 3.764 0.0 0.0 0.0 -0.04
O -3.540 2.349 0.725 0.0 0.0 0.0 -0.14
C -3.426 3.709 1.078 0.0 0.0 0.1 -0.64
C -2.086 4.025 1.734 0.0 0.0 0.0 -0.05
C -3.578 4.510 -0.212 0.0 0.1 0.0 -0.03
C -4.573 4.042 2.031 0.0 0.0 0.1 -0.02
H -4.527 -1.272 -3.058 0.0 0.0 0.0 0.08
H -3.168 -1.875 -2.087 0.0 0.0 0.0 0.07
H -3.020 -0.344 -2.954 0.0 0.0 0.0 0.08
H -5.616 0.872 -2.407 0.0 0.0 0.0 0.08
H -4.128 1.754 -1.988 0.0 0.0 0.0 0.07
H -5.406 1.556 -0.780 0.0 0.0 0.0 0.08
H -6.138 -1.267 -1.049 0.0 0.0 0.0 0.08
H -5.542 -0.638 0.506 0.0 0.0 0.0 0.07
H -4.809 -2.086 -0.206 0.0 0.0 0.0 0.07
H -3.974 1.998 4.137 0.0 -0.1 0.0 0.06
H -2.329 1.347 3.964 0.0 0.0 0.0 0.04
H -3.322 0.900 5.366 0.0 0.0 0.0 0.08
H -5.957 0.516 3.751 0.0 0.0 0.0 0.08
H -5.385 -0.598 5.012 0.0 0.0 0.0 0.08
H -5.729 -1.198 3.375 0.0 0.0 0.0 0.08
H -2.001 -1.085 3.436 -0.1 0.0 0.0 0.03
H -3.405 -2.143 3.193 0.0 0.0 0.0 0.07
H -3.007 -1.567 4.823 0.0 0.0 0.0 0.09
H -1.265 3.708 1.088 0.0 0.0 0.0 0.06
H -1.967 3.492 2.679 0.0 0.0 0.0 0.07
H -2.022 5.100 1.933 0.0 0.0 0.0 0.07
H -2.846 4.174 -0.940 0.1 0.0 -0.1 0.06
H -3.452 5.582 -0.021 0.0 0.0 0.0 0.08
H -4.569 4.347 -0.640 0.0 0.0 0.0 0.08
H -4.498 3.441 2.939 0.0 0.1 -0.1 0.06
H -5.529 3.821 1.552 0.0 0.0 0.0 0.08
H -4.553 5.099 2.308 0.0 0.0 0.0 0.08
O 0.079 2.106 -3.877 0.0 0.1 0.0 -0.47
Cl -0.711 1.638 -2.743 0.1 0.1 0.0 0.84
O -1.726 2.654 -2.428 -0.1 0.0 0.0 -0.48
O 1.115 -0.996 -2.757 0.1 0.3 0.0 -0.88
O 0.227 1.621 -1.538 -0.1 0.3 -0.3 -0.68
I 0.204 -4.462 -2.942 0.0 0.0 0.0 0.95
C -0.996 -4.236 -1.246 0.0 0.0 0.0 -0.78
C -1.692 -5.345 -0.776 0.0 0.0 0.0 -0.15
C -2.524 -5.172 0.312 0.0 0.0 0.0 -0.08
C -2.626 -3.914 0.885 0.0 0.0 0.0 -0.06
C -1.876 -2.882 0.351 0.0 0.0 0.0 -0.15
N -1.069 -3.034 -0.706 0.0 0.1 0.0 0.04
H -1.575 -6.302 -1.262 0.0 0.0 0.0 0.08
H -3.086 -6.009 0.708 0.0 0.0 0.0 0.10
H -3.267 -3.728 1.735 0.0 0.0 0.0 0.09
H -1.920 -1.886 0.776 0.0 0.0 0.0 0.07
C 2.408 5.468 -2.378 0.0 0.0 0.0 -0.10
C 1.151 5.931 -1.651 0.0 0.0 0.0 -0.24
C 0.404 4.762 -1.016 0.0 -0.1 -0.1 -0.20
N 1.196 4.056 -0.020 -0.2 0.1 0.1 0.02
C 1.557 4.509 1.192 0.1 0.1 -0.1 -0.84
S 2.692 3.785 2.143 0.0 0.0 0.0 0.66
N 0.824 5.649 1.551 0.0 0.0 0.0 0.10
C 0.995 6.547 2.578 0.0 0.1 -0.2 -0.43
O 1.966 6.666 3.282 0.0 -0.1 0.1 0.07
C -0.204 7.453 2.736 0.0 0.0 0.1 -0.14
C -0.554 7.837 4.025 0.0 0.0 0.0 -0.02
C -1.663 8.640 4.234 0.0 0.0 0.0 -0.08
C -2.417 9.082 3.154 0.0 0.0 0.0 -0.10
C -2.058 8.720 1.864 0.0 0.0 0.0 -0.08
C -0.955 7.902 1.655 0.0 0.0 0.0 -0.04
H 2.908 6.300 -2.878 0.0 0.0 0.0 0.06
H 2.163 4.714 -3.127 0.0 0.0 0.0 0.08
H 3.116 5.021 -1.680 0.0 0.0 0.0 0.07
H 0.465 6.416 -2.352 0.0 0.0 0.0 0.11
H 1.413 6.678 -0.894 0.0 0.0 0.0 0.09
H 0.158 4.025 -1.777 0.0 0.0 0.0 0.08
H -0.564 5.075 -0.612 0.0 0.0 0.0 0.10
H 1.423 3.095 -0.229 0.1 0.0 -0.1 0.10
H -0.078 5.707 1.101 0.1 -0.1 0.0 0.08
H 0.051 7.487 4.850 0.0 0.0 0.0 0.12
H -1.945 8.918 5.241 0.0 0.0 0.0 0.10
H -3.285 9.708 3.318 0.0 0.0 0.0 0.10
H -2.638 9.066 1.019 0.0 0.0 0.0 0.10
H -0.680 7.624 0.644 0.0 0.0 0.0 0.11
F 3.855 -2.362 -8.684 0.0 0.0 0.1 0.08
C 3.494 -1.913 -7.462 0.0 0.0 -0.1 -0.16
C 2.230 -2.152 -6.962 -0.1 -0.1 0.0 -0.15
F 1.346 -2.835 -7.715 0.1 0.1 0.1 0.09
C 1.852 -1.684 -5.712 -0.1 -0.1 -0.1 -0.21
F 0.583 -1.924 -5.355 0.1 0.0 0.1 0.05
C 2.732 -0.975 -4.889 0.0 0.1 0.1 -0.35
S 2.434 -0.325 -3.296 0.0 -0.3 -0.2 0.88
C 3.998 -0.739 -5.443 0.1 0.0 0.0 -0.24
F 4.899 -0.041 -4.725 -0.1 -0.1 -0.1 0.06
C 4.382 -1.188 -6.686 0.1 0.0 0.0 -0.16
F 5.622 -0.934 -7.152 -0.1 0.0 0.0 0.09
```
Forces are in eV/Å.

2.
C40H53N10O5P | ωB97M-V with the def2-TZVPD basis set

Summary:
LUMO level: 4.422 eV
Frontier orbital gap: 7.7 eV
Energy relative to the best compared isomer or geometry (same formula, charge and spin): 45.5 kcal per mole
Spin multiplicity: 1
Total energy: -2820.7596 Ha
Net charge: -2

XYZ file:
```
109
Properties=species:S:1:pos:R:3:forces:R:3:lowdin_charge:R:1
O 38.211 10.903 26.864 -2.6 -0.3 -0.8 -0.01
H 38.824 11.788 26.965 -2.3 -1.8 -0.3 0.13
H 37.267 11.026 26.211 3.2 1.0 1.1 0.19
H 37.417 10.769 27.632 1.8 1.7 -0.1 0.12
P 35.712 12.642 27.332 -1.8 -3.1 4.6 0.28
O 36.655 13.754 27.588 -0.4 1.4 0.0 -0.27
O 36.276 11.495 28.309 -1.3 2.4 -1.9 -0.34
O 35.965 12.055 26.021 0.9 -1.0 -2.5 -0.28
O 34.191 12.850 27.574 4.9 1.0 -0.1 -0.28
N 32.868 12.224 29.551 0.8 0.7 1.0 -0.01
C 31.504 12.384 29.593 1.6 -1.1 -1.4 -0.16
C 31.072 11.915 30.774 1.5 0.5 2.9 -0.10
C 32.288 11.746 31.594 0.3 -0.8 -1.8 -0.10
C 33.428 11.851 30.797 -5.2 1.2 -2.2 -0.10
H 33.486 12.607 28.797 -1.0 -0.8 0.9 0.03
H 31.057 12.628 28.653 -0.6 0.2 -0.1 0.11
H 30.097 11.815 31.216 -0.2 0.1 -0.3 0.07
H 32.316 11.361 32.556 -0.2 -0.5 1.8 0.05
H 34.456 11.757 30.742 1.9 -0.4 1.0 0.07
N 36.948 16.188 27.283 1.1 2.3 1.1 0.03
C 36.508 17.277 28.043 -0.6 0.0 -0.9 -0.16
C 37.068 18.477 27.674 1.9 -2.6 -3.6 -0.08
C 37.964 18.090 26.526 1.2 -0.9 0.3 -0.11
C 37.945 16.699 26.487 -0.8 0.9 -0.3 -0.20
H 36.800 15.151 27.467 -0.3 2.1 -0.5 0.04
H 35.612 17.204 28.593 -0.7 -0.4 1.0 0.09
H 36.818 19.475 27.827 -0.7 1.2 0.9 0.05
H 38.707 18.561 25.772 -1.5 -0.1 1.9 0.10
H 38.588 16.048 25.938 0.1 -0.3 -0.5 0.08
N 33.051 15.132 27.841 2.7 -0.2 -2.3 0.03
C 32.957 16.138 26.843 -2.2 -1.8 7.0 -0.09
C 32.242 17.057 27.446 -1.6 0.7 5.4 -0.08
C 32.093 16.634 28.992 -3.0 6.9 -1.7 -0.09
C 32.774 15.526 29.081 -0.4 -2.9 1.8 -0.23
H 33.540 14.271 27.735 0.5 -0.1 -0.6 0.04
H 33.202 15.973 25.933 1.7 -1.1 -5.9 0.03
H 31.632 17.852 27.174 -0.3 1.5 -1.1 0.04
H 31.446 17.395 29.722 2.2 -2.6 -1.7 0.12
H 32.959 14.790 29.905 -0.3 1.1 -0.8 0.12
N 36.842 14.674 29.966 4.2 1.1 -0.6 0.01
C 37.882 15.540 30.252 0.3 0.6 0.3 -0.14
C 37.521 16.206 31.403 -1.7 -1.6 -1.0 -0.07
C 36.160 15.712 31.760 7.8 -2.4 -5.6 -0.05
C 35.915 14.749 30.871 -5.4 -3.2 -0.1 -0.18
H 36.827 14.273 29.066 -0.6 -1.1 -0.4 0.04
H 38.764 15.688 29.575 -1.1 -0.3 0.8 0.12
H 38.124 16.876 31.941 0.4 0.9 0.5 0.06
H 35.703 16.193 32.387 -5.5 4.1 7.0 -0.01
H 35.050 13.933 30.732 1.7 2.4 0.7 0.15
N 35.347 13.715 24.106 0.0 -0.7 3.0 0.03
C 35.272 15.093 24.320 1.4 -0.2 -0.3 -0.17
C 34.813 15.713 23.210 -1.6 -7.6 -0.7 -0.09
C 34.355 14.562 22.369 -1.0 1.1 -2.6 -0.11
C 34.682 13.357 22.930 2.9 10.4 3.0 -0.14
H 35.626 12.996 24.952 -1.0 2.1 -2.7 0.10
H 35.658 15.719 25.130 0.3 -1.2 0.2 0.10
H 34.857 16.661 23.000 -0.2 5.1 -1.1 0.02
H 33.787 14.589 21.364 1.0 0.3 1.7 0.10
H 34.455 12.465 22.852 -2.1 -8.4 -1.6 0.01
N 37.252 10.851 30.373 0.0 -1.1 1.6 0.02
C 38.222 11.640 30.893 -0.5 -4.2 2.3 -0.15
C 38.714 10.998 32.026 -2.5 -1.7 -1.4 -0.09
C 37.894 9.704 32.220 3.8 1.4 2.1 -0.09
C 37.026 9.765 31.190 2.1 1.9 -0.5 -0.18
H 36.851 11.096 29.432 -0.2 -0.1 1.7 -0.01
H 38.160 12.568 30.511 1.1 3.3 -1.0 0.05
H 39.500 11.415 32.540 1.5 0.5 1.7 0.03
H 38.202 8.854 33.052 -1.4 2.4 -2.5 0.13
H 36.341 9.119 30.885 -2.9 -2.9 -1.1 0.04
N 35.962 10.541 24.077 0.8 0.9 4.6 -0.04
C 35.203 9.405 24.284 0.9 1.1 -4.6 -0.13
C 35.089 8.824 23.038 2.5 2.7 -1.7 -0.05
C 35.994 9.726 22.114 -1.8 -0.1 6.8 -0.05
C 36.597 10.738 22.882 -6.8 -6.9 0.7 -0.10
H 36.065 11.204 24.933 -0.4 -1.7 -2.6 0.04
H 34.678 9.157 25.134 -0.8 0.0 2.0 0.08
H 34.460 8.010 22.713 0.2 -0.1 0.0 0.06
H 36.211 9.456 21.223 1.4 -1.6 -6.1 -0.02
H 37.253 11.446 22.949 3.8 4.1 -1.0 0.05
N 39.039 13.566 26.954 -0.1 -1.5 -1.4 -0.04
C 39.460 13.265 25.605 1.4 0.8 4.5 -0.13
C 40.798 12.987 25.661 -0.8 1.0 3.6 -0.08
C 41.291 13.087 27.095 -7.5 0.5 -3.2 -0.02
C 40.083 13.327 27.806 1.0 1.0 -1.0 -0.14
H 37.971 13.660 27.352 2.0 -0.2 -1.3 0.07
H 38.851 13.433 24.800 -1.5 0.3 -1.8 0.08
H 41.276 12.986 24.757 1.9 -0.6 -1.8 0.05
H 42.189 12.895 27.442 4.1 -0.9 1.6 0.01
H 39.745 13.528 28.818 1.1 -0.4 0.3 0.10
N 35.625 9.154 28.054 -0.6 1.6 1.9 -0.03
C 34.586 8.818 28.905 1.2 -3.9 -3.2 -0.09
C 34.443 7.396 28.685 5.8 4.9 -3.0 -0.05
C 35.534 7.040 27.678 -1.2 -3.8 1.0 -0.13
C 36.250 8.147 27.403 1.1 1.1 -0.5 -0.20
H 35.858 10.136 28.249 0.4 -0.3 -1.2 0.01
H 33.988 9.626 29.320 0.1 -0.5 0.2 0.10
H 33.642 7.003 29.058 -4.2 -3.4 1.9 -0.01
H 35.903 5.983 27.242 -1.4 2.5 1.3 0.12
H 37.226 8.308 26.785 -2.2 -0.3 1.3 0.14
N 32.556 11.798 26.171 0.5 2.5 -1.2 -0.02
C 31.852 10.681 26.465 1.1 0.7 -1.2 -0.20
C 30.960 10.465 25.442 -2.6 0.2 -1.1 -0.15
C 30.960 11.677 24.564 1.7 -0.2 1.0 -0.13
C 32.073 12.456 24.997 -1.8 -0.8 0.8 -0.12
H 33.366 12.213 26.854 -2.1 -1.1 -2.1 0.01
H 32.260 10.211 27.348 -0.7 -0.8 -0.1 0.10
H 30.217 9.602 25.349 1.2 1.4 0.2 0.08
H 30.253 12.032 23.770 0.8 -0.9 0.8 0.07
H 32.330 13.513 24.589 0.0 -2.2 1.2 0.12
```
Forces are in eV/Å.